Below is a molecular structure, C13H24N5O5PdS2 at a distorted geometry, with properties calculated with ωB97M-V/def2-TZVPD.

The geometry in XYZ format:
```
50
Properties=species:S:1:pos:R:3:forces:R:3:lowdin_spin:R:1
Pd -0.04587 -0.27671 0.27099 0.42 1.70 0.08 1.396
C -3.61563 1.73104 -4.44138 1.61 2.02 -1.65 0.001
O -3.11565 1.67401 -3.10273 2.13 -0.77 1.12 0.002
C -1.77215 1.59343 -3.07473 1.25 0.25 -4.67 0.009
O -0.96042 1.80744 -4.01955 -2.54 -0.77 3.76 0.014
N -1.37609 1.02457 -1.87209 -0.81 0.49 1.63 0.065
N -0.01868 1.05230 -1.47888 -0.22 0.15 -1.74 0.169
H -3.33041 0.82297 -5.02156 -0.55 0.67 0.55 0.000
H -3.06516 2.63823 -4.85257 -0.94 -1.29 -0.23 0.000
H -4.64857 1.99844 -4.37748 -0.60 -0.42 0.00 0.000
H -2.06737 1.28710 -1.16403 0.45 -0.23 0.15 0.001
H 0.31799 1.99345 -1.23506 -0.09 -0.17 -0.03 0.008
H 0.45066 0.81454 -2.39350 0.03 0.17 1.05 0.003
O 1.87368 -2.04534 1.01032 1.36 0.02 -0.88 0.266
C 0.97928 -1.57694 1.60623 -0.82 -0.55 2.32 0.296
O -0.85224 -1.81922 -0.68117 -0.77 -0.39 -1.30 0.461
S -0.00842 -2.33396 -1.89303 -0.58 -2.53 0.76 0.113
C -1.03141 -3.66407 -2.55918 -0.54 -0.76 0.35 0.024
C -0.09491 -4.81582 -2.95625 0.23 1.17 -0.89 0.008
C 1.06174 -4.90996 -1.91711 -0.73 -0.29 -0.29 0.009
C 0.97240 -3.67622 -1.01901 1.59 0.45 0.50 0.032
H -1.75571 -3.31504 -3.25781 -0.13 0.31 -1.03 0.000
H -1.63445 -3.98686 -1.71218 0.08 0.22 0.48 0.001
H 0.25499 -4.59679 -3.97642 0.30 -0.23 0.38 0.000
H -0.69918 -5.69946 -3.05728 -0.20 -0.46 0.20 0.002
H 2.01940 -5.02740 -2.42754 -0.07 0.39 0.12 0.001
H 0.96411 -5.80703 -1.28768 -0.15 0.34 -0.12 0.002
H 1.93564 -3.15855 -0.89533 -0.23 -0.72 0.30 -0.001
H 0.47774 -3.85164 -0.01473 0.34 0.37 -1.40 0.001
C 1.78298 4.43734 0.85389 1.91 0.36 -0.27 0.008
C 0.55801 4.11066 1.63412 -1.83 0.52 0.76 0.025
S 0.18742 2.27477 1.98868 2.45 1.36 0.60 0.160
O 1.11450 1.42383 1.06067 -0.90 0.94 0.46 0.417
C 1.02532 2.22171 3.63599 0.33 -0.30 1.45 0.044
C 2.43662 2.80686 3.79861 0.49 0.59 -1.29 0.014
H 1.62046 4.96418 -0.09523 -0.43 -0.41 0.18 0.000
H 2.42213 3.55016 0.63504 -0.25 0.76 0.30 0.001
H 2.34364 5.19405 1.46574 -0.09 -0.96 -0.54 0.003
H -0.35672 4.50086 1.18084 -0.04 -0.29 -0.21 0.002
H 0.55695 4.62756 2.62859 -0.01 -1.03 -0.46 0.004
H 1.16765 1.20590 3.97542 -0.70 -0.74 -0.52 0.000
H 0.33874 2.66823 4.37218 -0.18 0.05 -0.56 0.001
H 3.09506 2.53729 2.94562 -0.35 -0.04 0.50 0.002
H 2.88890 2.33100 4.70117 -0.48 0.68 -0.50 0.005
H 2.42940 3.91482 3.82001 0.10 -0.70 0.45 0.000
N 0.51504 -1.99818 2.81517 -1.01 -0.15 1.80 0.140
C -0.30320 -2.17081 3.70801 -1.49 -1.97 1.39 -0.013
N -1.06469 -2.68571 4.60580 3.12 1.93 -4.37 0.142
C -1.74571 -2.07415 5.53737 -0.46 0.14 2.02 0.017
N -2.22784 -1.71690 6.53307 -0.01 0.10 -0.75 0.148
```
Positions in Å, forces in eV/Å.

Output
HOMO-LUMO gap (alpha / beta), Eh: 0.31084 / 0.12295
Expectation value of S²: 6.04
Energy relative to the best compared isomer or geometry (same formula, charge and spin), kcal/mol: 115.34
Electronic energy, a.u.: -2082.52953
Total charge: +3
Highest occupied orbital energy (alpha / beta), eV: -18.27 / -18.33
Multiplicity: 5

Below is a molecular structure, C18H17CuN3O4 at a distorted geometry, with properties calculated with ωB97M-V/def2-TZVPD.

The geometry in XYZ format:
```
43
Properties=species:S:1:pos:R:3:forces:R:3:nbo_charge:R:1
Cu -0.17351 -0.99030 -0.77482 0.24 0.88 0.94 0.898
C 1.38326 1.48406 2.61445 0.13 -0.35 -0.59 -0.550
C 1.54370 2.78333 3.19445 -0.64 -0.42 0.45 0.437
C 0.31762 3.77657 3.05748 0.35 0.00 0.69 0.414
O 0.50290 4.87315 3.58203 -0.39 0.25 -0.37 -0.628
C -0.90374 3.30517 2.47811 1.36 0.29 -0.26 -0.535
C -1.00628 2.00049 2.02297 -1.74 -0.20 0.52 0.384
C 0.21421 1.07416 2.00942 -0.15 1.37 -0.86 0.414
O 0.11261 0.07385 1.25217 -0.02 -1.72 -0.64 -0.855
O -2.12793 1.52755 1.64872 0.38 -0.26 -0.45 -0.788
O 2.51614 3.15009 3.83940 0.22 0.08 -0.36 -0.608
H 2.22171 0.82527 2.39556 0.26 0.17 0.51 0.186
H -1.73014 3.99323 2.36130 -0.14 -0.08 0.20 0.202
N 1.29706 -3.63549 -0.22881 0.22 1.02 -0.02 -0.520
C 1.96701 -3.51045 -1.41426 0.55 -1.08 -0.13 -0.083
C 2.78173 -2.41343 -1.34991 -0.45 0.48 0.01 -0.318
C 2.51844 -1.77122 -0.10563 -0.30 0.18 -0.32 -0.298
C 1.57837 -2.52370 0.54645 -0.01 -0.93 0.51 -0.105
H 0.72310 -4.39579 0.08324 -0.09 -0.01 -0.24 0.416
H 1.90473 -4.28890 -2.15776 -0.08 0.11 -0.08 0.206
H 3.41890 -2.01316 -2.12117 0.01 -0.21 -0.09 0.224
H 2.92685 -0.83249 0.22697 -0.02 -0.07 0.19 0.245
H 1.20830 -2.50910 1.55777 -0.11 0.47 -0.06 0.245
N 0.73990 2.20270 -0.77984 -0.98 -0.37 -0.24 -0.487
C 1.50429 1.31334 -1.49062 0.25 1.09 0.42 -0.072
C 0.74844 0.85576 -2.54735 0.49 -1.59 0.58 -0.381
C -0.55881 1.31861 -2.33149 -1.30 0.77 0.12 -0.362
C -0.55646 2.13936 -1.22510 0.64 0.06 -0.62 -0.043
H 1.02650 2.85796 -0.06891 0.17 -0.55 0.45 0.446
H 2.47604 1.04744 -1.11178 0.20 0.22 -0.39 0.221
H 1.06275 0.11818 -3.27087 0.07 0.12 -0.07 0.226
H -1.44239 1.18678 -2.93413 0.15 -0.27 -0.13 0.219
H -1.39715 2.62265 -0.75659 0.27 0.26 0.20 0.247
N -2.67264 -0.58008 -0.21894 -1.92 -0.52 -0.17 -0.522
C -2.44007 -1.82985 0.29856 1.34 0.55 0.11 -0.094
C -2.38945 -2.72791 -0.75025 -0.01 -0.11 0.05 -0.354
C -2.75352 -2.01211 -1.92226 -0.33 0.04 -0.04 -0.348
C -3.01373 -0.72241 -1.53420 0.38 0.14 -0.46 -0.065
H -2.92425 0.21554 0.37243 0.88 0.26 0.21 0.490
H -2.14763 -1.86794 1.33634 -0.12 -0.31 0.01 0.248
H -2.21464 -3.79128 -0.71976 0.14 0.03 0.23 0.217
H -2.85492 -2.41085 -2.91834 -0.05 0.01 0.01 0.219
H -3.38729 0.08124 -2.14503 0.15 0.20 0.19 0.214
```
Positions in Å, forces in eV/Å.

Output
HOMO-LUMO gap, Eh: 0.21097
Electronic energy, a.u.: -2801.80828
Total charge: -1
Highest occupied orbital energy, eV: -3.50

Below is a molecular structure, C3H5HgO3 at a distorted geometry, with properties calculated with ωB97M-V/def2-TZVPD.

The geometry in XYZ format:
```
12
Properties=species:S:1:pos:R:3:forces:R:3:lowdin_spin:R:1
H 0.60830 -0.15506 -1.65519 -0.03 0.33 0.92 -0.005
C 1.14609 -0.43650 -0.72985 0.65 -2.97 1.14 0.010
C 0.33447 -1.02916 0.39418 -3.14 0.34 -1.13 0.333
O -1.08844 -0.68797 0.19267 0.62 0.00 0.82 0.072
C -1.46572 0.53597 0.26259 -0.96 -0.16 -0.48 0.079
O -2.76542 0.57904 -0.01604 0.32 -0.05 -0.33 0.006
Hg 0.37889 2.15769 0.47267 -0.70 1.60 0.46 0.402
O 1.86414 0.57057 0.01877 2.03 -2.57 1.69 0.120
H 1.88416 -1.20263 -1.03739 -0.05 0.41 -0.15 0.005
H 1.81548 -0.27387 0.96822 0.05 3.70 -2.27 -0.029
H 0.28829 -1.54699 1.35870 1.24 -0.79 -1.06 0.006
H -3.00023 1.48890 -0.22935 -0.04 0.15 0.37 0.002
```
Positions in Å, forces in eV/Å.

Output
HOMO-LUMO gap (alpha / beta), Eh: 0.26929 / 0.19289
Expectation value of S²: 0.79
Energy relative to the best compared isomer or geometry (same formula, charge and spin), kcal/mol: 124.46
Electronic energy, a.u.: -496.17204
Highest occupied orbital energy (alpha / beta), eV: -7.10 / -6.55
Multiplicity: 2

Below is a molecular structure, C18H21AuN2O3S2, with properties calculated with ωB97M-V/def2-TZVPD.

The geometry in XYZ format:
```
47
Properties=species:S:1:pos:R:3:forces:R:3:nbo_charge:R:1
Au 0.32716 -0.92692 -1.52519 0.07 0.11 -0.03 0.610
O -1.63295 1.56574 -0.73060 0.01 0.00 0.01 -0.718
C -0.50866 2.34854 -0.35026 -0.02 -0.02 -0.01 -0.078
C 0.10346 3.07646 -1.53906 0.01 -0.01 -0.01 -0.409
C 0.67888 2.13439 -2.60880 -0.02 0.02 0.03 -0.457
C 1.97699 1.51737 -2.17793 0.00 -0.02 -0.01 0.264
C 3.15371 2.25869 -2.23140 0.00 0.00 0.01 -0.253
C 4.34196 1.70919 -1.79566 0.00 0.01 0.00 -0.137
C 4.33872 0.41293 -1.30239 0.01 0.01 -0.01 -0.259
C 3.14708 -0.27488 -1.27283 0.02 0.02 -0.02 0.074
N 1.99231 0.25978 -1.70852 0.03 -0.01 0.05 -0.506
H -2.34874 2.15566 -0.98616 -0.01 0.00 0.00 0.462
H 0.19617 1.64629 0.09820 0.03 0.00 0.00 0.202
H -0.78024 3.07082 0.42631 -0.01 0.00 -0.01 0.168
H 0.88306 3.75698 -1.18282 0.00 -0.01 0.00 0.207
H -0.66653 3.70076 -2.00292 0.00 0.00 0.00 0.203
H 0.85674 2.69873 -3.52624 0.00 -0.01 0.00 0.223
H -0.04638 1.35015 -2.83102 0.00 0.00 0.00 0.246
H 3.11592 3.26856 -2.61740 0.00 0.00 0.00 0.225
H 5.25906 2.28199 -1.83662 0.00 0.00 0.00 0.224
H 5.23934 -0.06147 -0.94133 0.00 0.00 0.00 0.234
H 3.08096 -1.27815 -0.87928 0.00 0.00 0.00 0.237
S 1.43187 -0.58421 1.71658 0.08 0.03 0.04 -0.237
C 0.24679 -1.61644 2.23589 -0.05 0.00 -0.05 -0.045
N -0.01702 -2.82652 1.75819 -0.01 -0.01 -0.01 -0.591
C -1.01215 -3.62731 2.45239 0.00 0.04 -0.01 -0.228
C -1.94464 -2.62641 3.12116 0.02 0.00 0.00 -0.535
S -0.86606 -1.22171 3.53899 0.00 0.00 0.03 0.289
H 0.42147 -3.16323 0.90482 0.01 0.01 0.00 0.458
H -0.52374 -4.26262 3.19758 0.00 0.00 0.00 0.194
H -1.53993 -4.25877 1.74001 0.00 -0.02 -0.02 0.232
H -2.40049 -3.02563 4.02364 -0.01 -0.01 0.00 0.233
H -2.72097 -2.29011 2.43442 0.00 0.01 0.01 0.225
O -1.33054 -2.05539 -1.34468 -0.15 -0.11 -0.04 -0.769
C -1.19708 -3.30415 -1.06506 -0.14 0.04 0.04 0.762
O -0.13297 -3.89499 -0.89068 0.12 -0.06 0.01 -0.708
C -2.50373 -4.03425 -0.89351 0.00 -0.02 0.00 -0.106
C -3.70787 -3.34167 -0.82310 -0.01 0.00 0.00 -0.193
C -4.89300 -4.03072 -0.60856 0.00 0.00 0.00 -0.226
C -4.88054 -5.41265 -0.47467 0.00 0.00 0.00 -0.203
C -3.68024 -6.10715 -0.55420 0.00 0.00 0.00 -0.226
C -2.49438 -5.41849 -0.75850 0.01 0.01 0.01 -0.195
H -3.69930 -2.26593 -0.93505 0.01 -0.01 0.00 0.236
H -5.82839 -3.48891 -0.54875 0.00 0.00 0.00 0.212
H -5.80649 -5.94921 -0.31045 0.00 0.00 0.00 0.211
H -3.66980 -7.18514 -0.45590 0.00 0.00 0.00 0.213
H -1.54505 -5.93496 -0.81322 0.00 0.00 0.00 0.235
```
Positions in Å, forces in eV/Å.

Output
HOMO-LUMO gap, Eh: 0.30052
Energy relative to the best compared isomer or geometry (same formula, charge and spin), kcal/mol: 3.05
Electronic energy, a.u.: -1965.85965
Highest occupied orbital energy, eV: -7.95